Molecular formula: C33H36BNO2S
Method: DFT, ωB97M-V/def2-TZVPD

Geometry (Å):
C 0.08048 2.09371 -5.12118
C 0.34626 2.07818 -3.66228
C 1.50360 1.54654 -3.11894
C 1.62466 1.83866 -1.72489
C 0.45396 2.28899 -1.09842
C 0.22013 2.32863 0.32508
C -1.08010 1.80339 1.06536
C -1.37227 0.49145 1.40206
C -2.27763 0.19936 2.41592
C -3.08070 1.20041 2.92288
C -2.90219 2.51039 2.50076
C -1.95218 2.78513 1.51382
C 1.50973 2.01384 1.08774
C 2.59407 2.87042 0.91348
N 3.46927 2.75674 1.95278
C 4.51901 3.75271 2.03579
C 3.05080 1.71139 2.80689
C 3.55976 1.20046 4.00174
C 2.92359 0.09191 4.57529
C 1.79974 -0.48421 3.98801
C 1.28067 0.02300 2.79414
C 1.83257 1.17896 2.23760
S -0.73546 2.53426 -2.38378
H 0.76998 2.81023 -5.58697
H 0.32795 1.08507 -5.48257
H -0.94853 2.35037 -5.43862
H 2.29319 1.02211 -3.66355
H 2.58949 1.67510 -1.25635
H 0.08117 3.41545 0.50068
H -0.92421 -0.31989 0.84732
H -2.35346 -0.81225 2.78313
H -3.84308 0.95794 3.66657
H -3.48041 3.33129 2.92681
H -1.86349 3.76576 1.06028
H 2.70621 3.61826 0.12309
H 5.44964 3.37275 2.44677
H 4.70069 4.13364 1.01802
H 4.18430 4.61754 2.62379
H 4.41004 1.65576 4.50933
H 3.29224 -0.34128 5.49699
H 1.31172 -1.33770 4.44651
H 0.45448 -0.49042 2.30898
C 0.01675 -4.63448 -2.50527
C 0.12928 -3.12603 -2.26173
C 1.08526 -2.45592 -3.23139
O -1.23074 -2.64543 -2.50743
B -1.71942 -2.21031 -1.29444
C -3.11195 -1.65561 -0.85914
C -3.21444 -0.26796 -1.05374
C -4.30948 0.42860 -0.56458
C -5.37354 -0.23466 0.03961
C -5.27361 -1.61516 0.22347
C -4.15288 -2.33778 -0.19535
O -0.71063 -1.93741 -0.36835
C 0.46278 -2.68018 -0.75341
C 0.55635 -3.80420 0.25413
C 1.72098 -1.83672 -0.54626
H 0.98947 -5.12884 -2.40723
H -0.72424 -5.05667 -1.80664
H -0.39357 -4.79458 -3.51533
H 2.08519 -2.89812 -3.13187
H 0.75845 -2.55582 -4.27218
H 1.16562 -1.38090 -3.03419
H -2.42915 0.29385 -1.57338
H -4.31474 1.50775 -0.65494
H -6.26438 0.32181 0.36976
H -6.08864 -2.13246 0.73069
H -4.09695 -3.40649 0.00189
H 1.30763 -4.53615 -0.05079
H 0.84501 -3.35421 1.21425
H -0.42332 -4.26629 0.40362
H 2.59186 -2.46136 -0.80283
H 1.76820 -0.90358 -1.11805
H 1.82316 -1.55869 0.51103

Computed properties:
HOMO level   -7.4276 eV
E   -1907.40802 hartree
2S+1   1
Max |F|   0.0895 hartree/bohr
HOMO-LUMO gap   8.036 eV

Atom charges from the Löwdin analysis, given in e for atoms 1 to 8:
1. C -0.108
2. C -0.595
3. C -0.152
4. C -0.146
5. C -0.457
6. C -0.226
7. C -0.144
8. C -0.071

Molecular formula: C33H27BrCl5CuGeN3S
Method: DFT, ωB97M-V/def2-TZVPD

Geometry (Å):
Cu -0.15303 -1.39901 0.46581
Cl -1.29000 -0.02672 -2.71470
C 0.09837 -1.04199 -2.51340
C 0.84017 -0.98318 -1.31773
C 1.98611 -1.80410 -1.29028
Cl 3.02104 -1.82823 0.09355
C 2.33640 -2.65342 -2.34237
Cl 3.71378 -3.67026 -2.23701
C 1.55086 -2.68677 -3.48853
Cl 1.95089 -3.72941 -4.77866
C 0.42423 -1.87076 -3.57882
Cl -0.54059 -1.91093 -4.99607
C 4.01869 0.85726 3.11238
C 4.40572 1.34803 1.87302
C 3.49193 1.39539 0.82564
C 2.17936 0.96253 1.00801
C 1.79256 0.50252 2.27010
C 2.70654 0.44131 3.31382
Ge 0.91304 1.01627 -0.46633
C -0.55113 2.17364 0.13401
C -1.82365 2.31782 -0.42676
C -2.70034 3.29500 0.02057
C -2.33292 4.15156 1.05101
C -1.07179 4.03462 1.61037
C -0.18709 3.06303 1.15042
C 1.69026 1.80001 -2.05511
C 1.14156 2.97787 -2.56167
C 1.66961 3.56560 -3.70599
C 2.75356 2.98493 -4.34721
C 3.31158 1.81268 -3.84909
C 2.77810 1.21903 -2.71302
H 4.73047 0.82050 3.92754
H 5.42041 1.69481 1.72009
H 3.81029 1.77834 -0.13743
H 0.76057 0.21458 2.45491
H 2.39191 0.09406 4.29069
H -2.15281 1.67721 -1.22736
H -3.67407 3.39445 -0.44775
H -3.01867 4.91335 1.40158
H -0.76215 4.70631 2.40142
H 0.79791 3.01887 1.59402
H 0.29758 3.44247 -2.06401
H 1.23415 4.47799 -4.09400
H 3.16412 3.44306 -5.23844
H 4.16208 1.36191 -4.34545
H 3.22698 0.30221 -2.34188
Br -1.06737 -4.23025 -0.60068
C -0.02467 -4.31511 0.98129
C 0.23196 -5.54777 1.55037
C 1.01223 -5.56641 2.69387
C 1.49642 -4.37214 3.20725
C 1.18638 -3.19731 2.55566
N 0.42544 -3.16276 1.44928
H -0.16327 -6.45151 1.10913
H 1.24202 -6.50854 3.17477
H 2.11085 -4.34792 4.09633
H 1.56265 -2.24161 2.90505
C -4.44050 1.15915 2.33738
N -4.33457 0.22907 1.23108
C -5.45374 0.01342 0.31393
C -4.89960 -1.01807 -0.68836
N -3.56372 -1.26672 -0.15121
C -3.28065 -0.53241 0.92848
S -1.83893 -0.57506 1.82346
H -4.76050 2.13375 1.96888
H -3.46945 1.26594 2.81092
H -5.16497 0.79929 3.07013
H -5.72831 0.95364 -0.16407
H -6.32337 -0.35755 0.85637
H -4.84749 -0.62337 -1.70262
H -5.49217 -1.92997 -0.70161
H -2.92727 -1.96421 -0.49499

Computed properties:
HOMO level   -11.1639 eV
E   -10428.40969 hartree
2S+1   1
Max |F|   0.0088 hartree/bohr
Net charge   +1
HOMO-LUMO gap   8.421 eV

Atom charges from the Löwdin analysis, given in e for atoms 1 to 8:
1. Cu -0.020
2. Cl 0.772
3. C -0.676
4. C -0.361
5. C -0.671
6. Cl 0.809
7. C -0.708
8. Cl 0.721

Molecular formula: C13H25O15Tl
Method: DFT, ωB97M-V/def2-TZVPD

Geometry (Å):
Tl 1.77388 3.64303 -1.16178
O -0.00797 0.13410 1.64401
C 0.66493 0.97260 0.86705
O 1.19809 2.02420 1.30491
O 0.81432 0.78686 -0.36732
H 0.01846 0.61907 2.50138
C -4.19161 -4.21072 1.23315
O -4.35306 -3.53865 -0.01982
C -3.35167 -2.91278 -0.56301
O -3.35763 -2.51500 -1.69777
O -2.30575 -2.71718 0.25701
C -1.19671 -2.09872 -0.33920
H -3.35411 -4.90491 1.19771
H -5.11926 -4.74219 1.42036
H -4.06011 -3.51222 2.06138
H -1.40109 -1.07665 -0.66439
H -0.83871 -2.68108 -1.18982
H -0.38297 -2.01676 0.37608
C -0.30571 -2.00007 4.10237
O 0.46065 -1.02526 4.80794
C -0.23512 -0.03981 5.36146
O -1.43194 0.09939 5.28393
O 0.58576 0.78832 5.98542
C -0.01710 1.73092 6.89464
H -0.89664 -1.53618 3.31354
H -0.98700 -2.55378 4.74462
H 0.42104 -2.67604 3.66509
H 0.80723 2.32627 7.26397
H -0.57031 1.19167 7.65669
H -0.69698 2.38990 6.35269
C -0.09722 -0.04676 -2.38096
O -1.02005 0.66059 -3.13995
C -1.17450 1.95656 -2.87083
O -0.51998 2.53300 -2.03115
O -2.12334 2.43297 -3.61190
C -2.34374 3.84630 -3.55487
H -0.05820 0.28153 -1.31625
H 0.93352 0.18437 -2.74605
H -0.29619 -1.10519 -2.50843
H -3.07622 4.08928 -4.31645
H -1.42001 4.37996 -3.77993
H -2.74081 4.15362 -2.58865
C 3.21047 -1.37522 -1.96330
O 3.99716 -0.70033 -2.93324
C 3.74538 0.56131 -3.16785
O 2.80234 1.19629 -2.70359
O 4.65314 1.00572 -3.99454
C 4.66613 2.38981 -4.33310
H 3.25736 -0.85343 -1.00598
H 3.66463 -2.35254 -1.84419
H 2.16982 -1.46598 -2.27432
H 4.98121 2.51099 -5.36242
H 5.40317 2.90833 -3.70953
H 3.70302 2.86050 -4.15485

Computed properties:
HOMO level   -15.1859 eV
E   -1810.65544 hartree
2S+1   1
Max |F|   0.1205 hartree/bohr
Net charge   +2
HOMO-LUMO gap   2.222 eV

Atom charges from the Löwdin analysis, given in e for atoms 1 to 8:
1. Tl 1.181
2. O 0.205
3. C -0.635
4. O 0.136
5. O 0.101
6. H 0.167
7. C -0.006
8. O 0.058